No. 1
Formula: C6H11N
Source: the Open Molecules 2025 dataset
Level of theory: ωB97M-V/def2-TZVPD

maximum force: 6.8 eV/A
gap between HOMO and LUMO (alpha / beta): 7.98 / 7.99 eV
HOMO (alpha / beta): -7.3 / -7.3 eV
relative energy (zero: lowest compared OMol25 entry of this formula, charge and spin): 159.23 kcal per mole

```
18
Properties=species:S:1:pos:R:3:lowdin_charge:R:1
N -0.170 -0.475 0.948 0.09
C -0.414 0.597 0.312 -0.37
C -2.487 -0.026 0.373 -0.06
C 1.914 -0.227 0.774 -0.07
C -2.921 -0.869 -0.542 -0.11
C 2.423 -0.436 -0.619 -0.15
C -0.255 1.843 -0.063 0.00
H -1.112 2.403 -0.411 0.06
H -2.230 -1.411 -1.186 0.04
H -3.979 -1.114 -0.660 0.04
H 3.521 -0.462 -0.642 0.08
H 2.109 0.365 -1.292 0.06
H 2.090 -1.036 1.475 0.06
H -3.115 0.526 1.064 0.04
H -0.271 -1.328 0.406 0.09
H 2.099 0.744 1.222 0.07
H 2.073 -1.384 -1.036 0.07
H 0.725 2.289 -0.124 0.05
```

=====

No. 2
Formula: C6H11N
Source: the Open Molecules 2025 dataset
Level of theory: ωB97M-V/def2-TZVPD

maximum force: 2.2 eV/A
gap between HOMO and LUMO: 8.41 eV
HOMO: -7.3 eV
relative energy (zero: lowest compared OMol25 entry of this formula, charge and spin): 44.44 kcal per mole

```
18
Properties=species:S:1:pos:R:3:lowdin_charge:R:1
N -1.503 1.937 0.309 0.06
C -0.266 -1.528 -0.748 -0.23
C 0.924 -2.329 -0.304 -0.13
C 0.820 0.290 0.776 -0.17
C -1.324 0.737 -0.344 -0.19
C -0.319 -0.127 -0.120 -0.26
C 1.657 1.276 0.471 0.01
H -2.332 2.455 0.097 0.08
H -0.490 -1.542 -1.832 0.11
H 1.044 -3.394 -0.545 0.07
H 2.614 1.225 1.007 0.06
H -1.983 0.504 -1.179 0.12
H -1.223 -1.996 -0.462 0.10
H 1.032 -0.366 1.604 0.09
H 1.885 -1.855 -0.508 0.08
H 0.874 -2.519 0.779 0.07
H -0.992 2.093 1.144 0.07
H 1.733 1.912 -0.395 0.06
```

=====

No. 3
Formula: C6H11N
Source: the Open Molecules 2025 dataset
Level of theory: ωB97M-V/def2-TZVPD

maximum force: 1.4 eV/A
gap between HOMO and LUMO (alpha / beta): 9.07 / 8.14 eV
HOMO (alpha / beta): -9.3 / -8.9 eV
relative energy (zero: lowest compared OMol25 entry of this formula, charge and spin): 121.51 kcal per mole

```
18
Properties=species:S:1:pos:R:3:lowdin_charge:R:1
N -0.929 2.703 0.141 0.17
C 0.286 -0.668 -0.313 -0.45
C 0.090 0.382 2.039 -0.07
C -0.856 1.550 0.050 -0.29
C -0.667 -1.385 -1.189 0.03
C 1.323 0.058 -1.170 -0.07
C -0.557 0.216 0.681 -0.39
H 1.947 0.680 -0.533 0.08
H 0.813 -1.369 0.356 0.13
H -0.933 -1.153 -2.199 0.03
H -0.710 -2.477 -1.041 0.07
H 1.044 0.899 1.948 0.08
H 0.249 -0.622 2.451 0.09
H -1.815 0.447 -1.149 0.21
H -0.567 0.949 2.703 0.09
H 1.963 -0.652 -1.713 0.09
H 0.853 0.698 -1.923 0.08
H -1.536 -0.256 0.862 0.12
```

=====

No. 4
Formula: C6H11N
Source: the Open Molecules 2025 dataset
Level of theory: ωB97M-V/def2-TZVPD

maximum force: 1.2 eV/A
gap between HOMO and LUMO: 11.22 eV
HOMO: -10.2 eV
relative energy (zero: lowest compared OMol25 entry of this formula, charge and spin): 39.85 kcal per mole

```
18
Properties=species:S:1:pos:R:3:lowdin_charge:R:1
N -0.167 2.565 -0.023 0.17
C 2.441 -0.130 -0.103 -0.10
C -0.092 1.460 0.314 -0.23
C -2.505 -0.099 0.608 0.01
C -1.312 -0.645 0.804 -0.16
C 0.029 0.053 0.729 -0.33
C 1.026 -0.698 -0.179 -0.23
H 2.471 0.912 -0.438 0.07
H 3.125 -0.704 -0.736 0.07
H 2.825 -0.166 0.924 0.08
H 0.455 0.070 1.743 0.15
H -3.407 -0.695 0.711 0.06
H -1.228 -1.704 1.055 0.11
H 1.023 -1.747 0.140 0.11
H -1.386 0.877 -2.067 0.02
H -2.638 0.951 0.350 0.06
H 0.656 -0.680 -1.211 0.10
H -1.317 0.380 -2.618 0.04
```

=====

No. 5
Formula: C6H11N
Source: the Open Molecules 2025 dataset
Level of theory: ωB97M-V/def2-TZVPD

maximum force: 1.4 eV/A
gap between HOMO and LUMO: 12.06 eV
HOMO: -11.2 eV
relative energy (zero: lowest compared OMol25 entry of this formula, charge and spin): 11.43 kcal per mole

```
18
Properties=species:S:1:pos:R:3:lowdin_charge:R:1
N 1.375 -1.704 -2.024 0.16
C 0.381 -0.334 1.009 -0.20
C 1.074 1.288 -0.819 -0.07
C -0.698 -1.238 1.612 -0.10
C 0.208 0.071 -0.478 -0.57
C -1.203 0.595 -0.753 -0.04
C 0.773 -0.967 -1.363 -0.19
H -2.014 -0.044 -0.383 0.08
H -0.838 -2.159 1.036 0.08
H 0.547 2.152 -0.338 0.09
H 0.427 0.598 1.589 0.12
H -1.666 -0.729 1.681 0.07
H 1.047 1.448 -1.905 0.10
H -1.368 0.802 -1.814 0.09
H 2.112 1.124 -0.508 0.10
H -1.135 1.596 -0.257 0.09
H 1.360 -0.816 1.111 0.12
H -0.418 -1.524 2.632 0.07
```

=====

No. 6
Formula: C6H11N
Source: the Open Molecules 2025 dataset
Level of theory: ωB97M-V/def2-TZVPD

maximum force: 2.6 eV/A
gap between HOMO and LUMO: 9.11 eV
HOMO: -8.5 eV
relative energy (zero: lowest compared OMol25 entry of this formula, charge and spin): 70.33 kcal per mole

```
18
Properties=species:S:1:pos:R:3:lowdin_charge:R:1
N -0.397 -0.312 2.120 0.00
C 0.549 0.603 1.516 -0.28
C 0.077 -1.852 -0.869 0.03
C 1.272 -0.021 0.228 -0.16
C -1.055 1.605 -1.374 0.02
C 0.183 -0.529 -0.624 -0.35
C -0.590 0.368 -1.575 -0.12
H 0.120 1.527 1.112 0.07
H -1.234 -0.454 1.582 0.06
H -1.937 1.923 -1.911 0.05
H 1.929 -0.837 0.560 0.11
H 1.253 0.918 2.302 0.11
H 1.865 0.856 -0.072 0.11
H 0.980 -2.439 -1.048 0.07
H -0.985 2.219 -0.481 0.05
H -0.778 -2.337 -1.360 0.06
H -0.456 -0.091 3.099 0.06
H -0.642 -0.120 -2.537 0.09
```

=====

no.,energy (eV)
1,-7883.627
2,-7888.604
3,-7885.262
4,-7888.803
5,-7890.036
6,-7887.481